Version P
The following is a DFT calculation (ωB97M-V/def2-TZVPD) of a structure of composition C26H28ClMnN8O4S.

Values from the calculation:
Kohn-Sham gap (spin up / spin down) (eV): 6.974 / 5.863
⟨S²⟩: 3.9916
2S+1: 4
E_LUMO (spin up / spin down) (eV): -9.9 / -11.6
HOMO energy (spin up / spin down) (eV): -16.82 / -17.45
Total charge: +3

Last column: natural (NBO) charge in e.
Atoms and positions in Å:
Mn -1.87 2.17 -0.48  1.46
Cl -5.20 4.28 -2.99  0.06
S 0.88 3.17 -1.60  1.25
O -2.15 3.22 -2.07  -0.62
O 1.21 -3.03 0.76  -0.41
O 0.03 2.19 -0.73  -0.96
O -3.57 2.94 -0.46  -0.59
N -2.32 -1.50 -2.28  -0.14
N 3.14 -3.90 1.42  -0.15
N 2.93 -4.30 0.19  -0.15
N -3.25 -1.68 -1.31  -0.20
N -2.28 0.30 -1.10  -0.54
N -1.07 2.08 3.56  -0.20
N -1.70 1.66 1.46  -0.57
N -1.15 0.75 3.35  -0.14
C 1.73 -4.65 -2.49  -0.10
C 0.68 -1.69 3.12  -0.16
C 1.13 -3.88 -1.48  -0.06
C -1.41 2.60 2.42  0.17
C -3.92 4.88 -1.90  -0.49
C -3.20 3.65 -1.48  0.77
C 1.87 -2.43 2.98  -0.14
C 1.38 -1.02 5.30  -0.10
C 2.55 -1.77 5.18  -0.19
C 2.10 -3.13 1.77  0.54
C 0.44 -0.97 4.26  0.03
C 2.81 -2.47 4.02  -0.08
C 1.99 4.03 0.84  -0.64
C -0.09 -4.04 -3.94  -0.08
C 2.24 1.07 -2.69  -0.62
C 2.42 2.27 -1.77  -0.58
C 1.10 -4.73 -3.72  -0.19
C 1.76 -3.77 -0.22  0.52
C -0.08 -3.19 -1.70  -0.17
C -0.69 -3.26 -2.93  -0.05
C -2.02 -2.59 -3.21  -0.25
C -1.52 0.51 2.10  0.23
C 1.36 4.49 -0.47  -0.58
C -1.75 -0.31 -2.15  0.24
C -3.21 -0.57 -0.63  0.16
C -0.85 -0.19 4.44  -0.26
H 1.94 1.37 -3.69  0.24
H 2.66 -5.17 -2.30  0.27
H -4.38 5.38 -1.06  0.27
H 1.53 -5.32 -4.51  0.27
H -1.48 3.67 2.26  0.23
H 2.73 1.99 -0.77  0.25
H -3.87 -0.37 0.20  0.25
H 1.90 4.83 1.57  0.26
H -1.71 -0.47 1.69  0.23
H 1.50 0.37 -2.28  0.20
H -2.83 -3.31 -3.09  0.28
H 3.72 -3.05 3.91  0.27
H 3.12 3.00 -2.19  0.27
H -3.26 5.54 -2.47  0.27
H -2.06 -2.21 -4.23  0.25
H 0.44 5.05 -0.33  0.24
H -0.04 -1.73 2.32  0.21
H 1.20 -0.48 6.22  0.25
H 1.48 3.15 1.24  0.22
H 3.19 0.54 -2.77  0.26
H -0.57 -4.11 -4.91  0.25
H -1.69 -0.87 4.55  0.25
H -0.80 0.43 5.33  0.27
H 3.26 -1.79 6.00  0.27
H 3.05 3.80 0.72  0.24
H 2.03 5.12 -1.07  0.28
H -0.53 -2.63 -0.89  0.22
H -0.98 0.08 -2.81  0.25

***

Version Q
The following is a DFT calculation (ωB97M-V/def2-TZVPD) of a structure of composition C26H28ClMnN8O4S.

Values from the calculation:
Kohn-Sham gap (spin up / spin down) (eV): 7.104 / 5.572
⟨S²⟩: 3.9093
2S+1: 4
E_LUMO (spin up / spin down) (eV): -9.9 / -11.8
HOMO energy (spin up / spin down) (eV): -16.99 / -17.35
Total charge: +3

Last column: natural (NBO) charge in e.
Atoms and positions in Å:
Mn 2.57 1.21 -0.58  1.48
Cl 6.77 2.83 -0.14  0.04
S 2.35 0.86 -3.92  1.24
O 4.45 0.89 -0.76  -0.58
O 3.47 1.47 1.04  -0.60
O -2.85 -1.77 1.84  -0.42
O 2.24 1.31 -2.44  -0.98
N 2.27 -2.90 -0.38  -0.20
N 2.00 -2.64 0.89  -0.13
N 2.10 -0.71 -0.11  -0.53
N -4.95 -2.32 1.99  -0.16
N 0.82 2.07 -0.06  -0.57
N -0.52 3.83 -0.03  -0.20
N -1.02 2.90 0.76  -0.12
N -4.26 -3.36 2.32  -0.15
C -5.54 0.49 0.77  -0.12
C 1.94 -3.73 1.83  -0.25
C -4.12 -1.34 1.71  0.54
C -0.22 1.84 0.75  0.23
C -0.40 0.71 -3.50  -0.63
C 1.89 -1.32 1.07  0.22
C -3.29 0.92 1.58  -0.16
C 0.46 -5.28 3.12  -0.08
C 2.02 2.38 -4.93  -0.55
C -4.54 2.67 0.55  -0.09
C -4.35 0.03 1.35  -0.06
C -1.83 -3.87 2.49  -0.04
C 5.87 1.78 1.00  -0.50
C -3.37 2.24 1.18  -0.05
C -1.93 -5.04 3.24  -0.09
C 0.58 3.34 -0.52  0.16
C 0.56 -4.13 2.32  -0.03
C 0.75 -0.03 -4.15  -0.55
C -5.61 1.80 0.36  -0.19
C 4.56 1.37 0.39  0.77
C 1.79 3.61 -4.09  -0.62
C -0.58 -3.43 2.01  -0.19
C -2.98 -3.06 2.22  0.53
C -2.24 3.19 1.49  -0.25
C -0.78 -5.73 3.57  -0.19
C 2.34 -1.74 -0.97  0.16
H 2.59 -1.63 -2.01  0.23
H -0.36 0.93 1.31  0.22
H -0.84 -6.62 4.17  0.27
H -2.02 3.16 2.56  0.25
H -0.67 1.61 -4.05  0.23
H 6.47 0.87 1.15  0.28
H 1.35 -5.83 3.38  0.25
H 1.18 2.17 -5.59  0.26
H 1.70 -0.83 2.01  0.24
H -0.54 -2.54 1.39  0.22
H 1.91 4.50 -4.70  0.27
H -0.15 0.97 -2.47  0.21
H -2.42 0.56 2.11  0.21
H 0.78 3.62 -3.67  0.22
H 0.61 -0.17 -5.22  0.27
H -2.91 -5.36 3.59  0.27
H -1.28 0.07 -3.49  0.25
H 2.91 2.49 -5.54  0.27
H -6.51 2.17 -0.11  0.26
H 2.39 -4.59 1.31  0.28
H 0.89 -1.00 -3.68  0.24
H 1.22 3.89 -1.19  0.24
H 5.73 2.30 1.94  0.27
H -2.50 4.21 1.21  0.28
H -4.63 3.70 0.24  0.25
H 2.53 3.67 -3.28  0.21
H -6.38 -0.19 0.67  0.26
H 2.57 -3.50 2.70  0.25

***

Energy above the most stable structure, in kcal/mol: version P 0.0; version Q 13.6